Entry from OMol25: C11H19BBeNO4 as an isolated structure (ωB97M-V/def2-TZVPD).

Structure (XYZ):
```
37
Properties=species:S:1:pos:R:3
C 3.7973 -1.0697 2.4115
C 3.5665 -0.5315 1.2195
C 3.3266 -0.4364 -0.3915
C 1.7878 -0.6545 -0.8220
C 1.0580 -1.9287 -0.1513
C -0.5038 -1.4914 0.0952
C -1.4192 -1.3068 -1.2506
O -1.6680 0.1446 -1.2506
B -1.7028 0.5844 0.1689
C -3.2833 0.2732 0.5702
O -3.4448 -0.9730 1.3347
O -4.5529 -1.5336 0.7862
N -1.5319 2.0717 0.4669
C -0.3658 2.5444 0.0252
C -0.1340 3.0220 -1.5237
C 0.9323 2.6606 0.9888
O -0.7316 -0.2852 0.8936
H 4.0130 -1.6480 3.3947
H 4.0904 -1.0734 -0.9803
H 3.5850 0.6723 -0.6557
H 1.7955 -0.8514 -1.9747
H 1.1935 0.3404 -0.7030
H 1.0702 -2.8731 -0.8566
H 1.4632 -2.2424 0.8799
H -0.9774 -2.2989 0.8029
H -0.7750 -1.6384 -2.1521
H -2.3345 -1.9909 -1.0045
H -3.6620 1.2041 1.1657
H -3.9375 0.1973 -0.3765
H -4.5641 -2.4884 1.0820
H 0.9414 2.7320 -1.8282
H -0.2411 4.1705 -1.5264
H -0.9182 2.5952 -2.2460
H 0.6667 2.6149 2.1090
H 1.7339 1.8445 0.7799
H 1.4455 3.6706 0.7577
Be 0.2808 -4.0272 -0.2388
```

The maximum force is 6.86 eV Å⁻¹. Its net charge is +1. The calculation puts the total energy at -22450.82657 eV. The calculation puts the HOMO energy at -10.70 eV. Its HOMO-LUMO gap is 2.79 eV.



Entry from OMol25: a 7-piece molecular cluster, C11H19Br8Cl9 overall (ωB97M-V/def2-TZVPD).

Structure (XYZ):
```
47
Properties=species:S:1:pos:R:3
Br 3.4896 2.0653 -1.1314
C 3.1744 0.6743 0.2536
C 3.8863 1.1467 1.5837
Br 3.3219 -0.0207 3.0156
H 3.5777 -0.2668 -0.1203
H 2.0992 0.5513 0.3837
H 3.5784 2.1718 1.7895
H 4.9753 1.1569 1.6281
Br -6.6810 2.7775 -2.1257
C -5.5120 2.8439 -0.5629
C -5.4867 4.3069 0.0361
Br -4.8075 4.3189 1.8783
H -4.4739 2.5571 -0.7306
H -5.8983 2.0848 0.1173
H -6.5286 4.6118 0.1345
H -4.8093 4.9602 -0.5137
Br 1.0175 -2.6765 0.3712
C -0.7130 -1.6101 0.5830
C -0.8432 -0.6988 -0.5619
Br -2.4342 0.5587 -0.2643
H -0.6993 -1.0088 1.4920
H -1.6132 -2.2238 0.6180
H -1.0580 -1.2564 -1.4735
H -0.0902 0.0647 -0.7572
Br 4.1175 -3.7317 -1.4545
C 4.5650 -5.3179 -0.2876
C 4.0565 -4.9489 1.1302
Br 5.0513 -3.6191 2.1660
H 5.6361 -5.5190 -0.3099
H 4.0860 -6.2577 -0.5620
H 3.9385 -5.8209 1.7734
H 3.0599 -4.5082 1.1032
C -2.5966 0.6711 4.3233
Cl -1.1102 -0.2296 4.1828
Cl -2.3426 2.3983 4.5304
Cl -3.7650 -0.0181 5.5116
H -3.1076 0.6016 3.3630
C 1.2026 -1.8198 -3.9931
Cl 2.1803 -1.2940 -2.6019
Cl 0.4342 -0.3355 -4.7669
Cl -0.1047 -2.9039 -3.4374
H 1.7609 -2.4012 -4.7268
C -0.8215 3.6163 -2.3873
Cl -1.4147 2.5532 -3.6787
Cl 0.1103 2.8515 -1.0648
Cl -2.2598 4.5187 -1.7869
H -0.1479 4.4256 -2.6690
```

The maximum force is 1.94 eV Å⁻¹. Its net charge is +1. Its multiplicity is 2. The calculation puts the total energy at -684746.19815 eV. The calculation puts the HOMO energy (alpha / beta) at -12.23 / -12.23 eV. Its HOMO-LUMO gap (alpha / beta) is 9.18 / 2.48 eV.



Entry from OMol25: C11H19Cl12F3Ga as an isolated structure (ωB97M-V/def2-TZVPD).

Structure (XYZ):
```
46
Properties=species:S:1:pos:R:3
C -3.5601 2.2643 3.1083
C -2.2556 1.7368 2.4790
C -2.3682 0.2454 2.1546
C -1.8338 2.5214 1.2177
Ga 0.1799 2.7256 1.2160
F 0.9071 1.0744 1.6310
F 0.8457 3.2315 -0.4019
C 0.8405 3.9528 2.6798
C 2.1996 3.4781 3.2446
C 2.0277 2.4744 4.3552
F 1.3044 3.0317 5.4222
H -4.1653 1.4352 3.4858
H -4.1483 2.8467 2.4013
H -3.3389 2.8921 3.9745
H -1.4567 1.8357 3.2224
H -3.0656 0.1139 1.3214
H -2.7376 -0.3063 3.0213
H -1.3999 -0.1460 1.8455
H -2.3140 3.5000 1.1626
H -2.1374 1.9589 0.3291
H 0.9898 4.9350 2.2244
H 0.1079 4.0477 3.4802
H 2.7623 4.3323 3.6365
H 2.7649 2.9936 2.4469
H 2.9925 2.1588 4.7642
H 1.5047 1.5858 3.9982
C -0.7230 -0.3816 -2.4352
Cl -2.4629 -0.0492 -2.4184
Cl 0.0706 0.5585 -3.7175
Cl -0.0065 -0.0559 -0.8752
H -0.5981 -1.4307 -2.6620
C 2.3647 -3.9570 -4.3546
Cl 1.6359 -2.3928 -4.0034
Cl 4.1003 -3.9338 -4.0419
Cl 1.5777 -5.2450 -3.4352
H 2.2198 -4.1654 -5.4058
C -6.1508 -2.2427 -1.8852
Cl -5.7957 -0.5535 -2.2258
Cl -4.8754 -2.9700 -0.9122
Cl -7.7225 -2.4126 -1.0936
H -6.1974 -2.7716 -2.8271
C 7.6266 -5.7160 -5.2077
Cl 6.6105 -6.9698 -4.4976
Cl 7.2955 -5.5407 -6.9329
Cl 7.4164 -4.1815 -4.3687
H 8.6584 -6.0192 -5.0961
```

The maximum force is 0.95 eV Å⁻¹. Its net charge is -1. The calculation puts the total energy at -222516.69574 eV. The calculation puts the HOMO energy at -4.66 eV. Its HOMO-LUMO gap is 6.37 eV.